Record 1
{"formula": "C39H67F5N5O12S", "method": "ωB97M-V/def2-TZVPD", "elements": ["S", "F", "F", "F", "F", "F", "O", "O", "O", "O", "O", "O", "O", "O", "O", "O", "O", "O", "N", "N", "N", "N", "N", "C", "C", "C", "C", "C", "C", "C", "C", "C", "C", "C", "C", "C", "C", "C", "C", "C", "C", "C", "C", "C", "C", "C", "C", "C", "C", "C", "C", "C", "C", "C", "C", "C", "C", "C", "C", "C", "C", "C", "H", "H", "H", "H", "H", "H", "H", "H", "H", "H", "H", "H", "H", "H", "H", "H", "H", "H", "H", "H", "H", "H", "H", "H", "H", "H", "H", "H", "H", "H", "H", "H", "H", "H", "H", "H", "H", "H", "H", "H", "H", "H", "H", "H", "H", "H", "H", "H", "H", "H", "H", "H", "H", "H", "H", "H", "H", "H", "H", "H", "H", "H", "H", "H", "H", "H", "H"], "positions_angstrom": [[-0.2476, 2.1907, 0.9572], [1.5509, 1.6758, -1.6730], [3.0131, 2.8387, -0.0670], [2.0798, 1.2650, 2.2070], [3.2613, 0.4004, -0.5606], [1.0310, -0.2782, 0.7194], [-4.8319, -0.2845, -2.8025], [-1.5319, 1.2765, 9.4924], [0.4876, -3.4809, -8.0454], [-8.5049, 0.0721, 2.5767], [-0.1623, 3.4532, 0.0134], [0.6437, 0.0559, -4.8662], [3.0011, 4.5580, 6.1902], [-3.2563, 7.3623, 0.4427], [-0.4172, 2.6165, 2.4672], [6.9391, -2.5248, 2.5259], [4.3057, -3.6061, 0.2093], [5.3681, -4.5208, -3.9805], [-3.7094, 0.0937, 0.5102], [-1.5138, 1.0724, 0.5106], [-4.9156, 0.4028, 1.1200], [-7.1135, -3.1288, 1.5149], [-3.4225, 2.2276, 1.9050], [7.3161, -3.1429, -4.0689], [4.4654, -5.5364, -1.1870], [1.3732, 1.1816, 0.9054], [-6.0193, -0.5923, 0.8376], [2.3182, 1.5697, -0.3992], [0.0625, -3.1575, -5.7181], [4.8228, 3.1744, 5.5058], [-0.0681, -3.8895, -7.0271], [-2.7942, 1.1995, 0.9903], [6.0138, -3.8394, -6.1760], [5.0068, -4.5240, -0.2133], [-2.1131, 7.1490, 0.0420], [-0.8862, 1.9579, 7.2969], [-1.0541, 6.5967, 0.9582], [-4.0389, 0.3451, -3.5007], [2.8459, -0.7096, -4.3506], [2.3904, 2.7102, 4.8067], [-8.2506, -1.5982, -0.3986], [5.2868, -1.1236, 1.5219], [6.4391, -4.6782, 0.2232], [-2.8839, 1.0934, -2.8909], [0.4161, 2.6544, 9.4041], [-9.0656, 0.0672, 3.6714], [1.7869, -0.1573, -5.2668], [-0.7389, 1.9061, 8.7942], [-6.1282, -2.0159, 1.6206], [6.6829, -1.4540, 1.9777], [7.7535, -0.4234, 1.7369], [-4.1862, 0.3969, -4.9980], [-7.1861, -0.3256, -0.3322], [6.1611, -3.8912, -4.6787], [-8.2091, -2.9382, 0.5225], [-1.7193, 7.4304, -1.3834], [2.1807, 0.1241, -6.6923], [-4.8514, 1.6493, 1.9746], [-10.1121, 1.0922, 4.0182], [-8.7316, -0.9640, 4.7161], [-0.9049, -5.1407, -7.0418], [3.3713, 3.5701, 5.5580], [2.4190, -0.8635, -3.3538], [8.2596, -3.5410, -4.4505], [-0.9226, -2.8319, -5.3747], [-8.3468, -0.4728, 5.6133], [-1.0287, 2.9920, 6.9733], [-11.0633, 0.5961, 4.2267], [-0.0006, 1.5288, 6.8215], [2.9796, 0.8695, -6.7168], [-9.0453, -3.7792, 0.4115], [-0.2256, 7.3051, 1.0381], [-0.9204, 8.1758, -1.4079], [7.1014, -4.6058, -0.6432], [6.5730, -5.6396, 0.7254], [-3.4485, -0.6986, -0.1228], [-0.4812, -5.8791, -6.3565], [-7.2332, 0.6290, -1.0062], [7.8531, -0.2347, 0.6650], [4.5114, -6.5360, -0.7476], [7.2315, -2.0778, -4.2987], [-9.6214, -1.5517, 4.9557], [-1.4810, 6.4428, 1.9550], [-0.6982, 5.6359, 0.5780], [-5.0626, -0.1879, -5.2968], [-1.9404, 0.6953, -3.2724], [-9.7888, 1.6750, 4.8843], [3.6744, -0.0013, -4.2708], [-5.7881, 2.0401, 2.5636], [4.9514, 2.1763, 5.9321], [-0.9093, -5.5624, -8.0525], [5.1766, 3.1952, 4.4719], [0.3315, 3.7196, 9.1742], [-2.5839, 7.8252, -1.9275], [-4.3287, 1.4310, -5.3216], [-2.9034, 0.9669, -1.8031], [3.4200, -5.3002, -1.4123], [2.5070, -0.7996, -7.1768], [-9.1445, -1.5117, -1.1784], [5.1374, -4.4242, -6.4748], [0.6948, -2.2742, -5.8579], [3.2018, -1.6704, -4.7308], [4.9284, -0.2307, 2.0400], [1.3596, 2.2564, 9.0225], [2.4107, 1.6914, 5.2020], [5.4140, 3.8852, 6.0929], [0.5294, -3.8077, -4.9739], [7.2966, -3.2694, -2.9812], [2.6359, 2.7103, 3.7418], [-1.3930, 6.5067, -1.8679], [-1.3171, 0.2754, -0.1364], [-1.7626, 1.3731, 6.9981], [5.2766, -0.9662, 0.4404], [-10.2497, 1.7715, 3.1701], [1.3161, 0.5188, -7.2364], [5.0398, -5.5023, -2.1162], [8.7098, -0.7979, 2.1173], [1.3809, 3.1155, 4.9338], [-2.9685, 2.1585, -3.1207], [6.6925, -3.8773, 0.9260], [-5.2609, -2.1943, 2.4248], [-7.9607, -1.6377, 4.3272], [-3.3006, -0.0322, -5.4734], [-1.9331, -4.9033, -6.7573], [0.3966, 2.5279, 10.4918], [5.8713, -2.8053, -6.4997], [6.8994, -4.2685, -6.6514], [7.5049, 0.5008, 2.2646], [4.6200, -1.9589, 1.7608]], "forces_ev_per_a": [[-0.895, 7.712, 3.651], [2.737, -0.282, 4.819], [-2.358, -4.745, -1.610], [-2.594, -0.066, -5.055], [-3.135, 4.657, 0.461], [0.707, 4.539, 0.555], [0.949, 0.665, -0.430], [1.005, 0.813, -1.001], [-0.669, -0.460, 1.379], [-0.479, 0.099, 1.183], [-0.186, -6.213, 3.022], [1.156, -0.181, -0.288], [0.444, -1.359, -0.858], [1.428, -0.334, -0.544], [0.454, -2.675, -6.254], [-0.247, 1.476, -0.577], [0.651, -1.000, -0.565], [0.964, 0.858, -0.976], [2.566, 5.584, 3.252], [0.927, 0.476, 0.211], [-1.599, 1.028, 1.532], [-0.415, 4.799, -3.283], [-3.066, -6.268, -3.384], [-0.120, -0.150, 0.476], [-0.365, 0.140, 0.065], [1.708, -3.875, 0.886], [-4.433, -2.894, -1.586], [1.748, -0.190, -1.050], [0.368, 0.323, -0.190], [0.165, 0.369, 0.293], [0.715, 0.459, -1.427], [-3.967, -0.785, 0.929], [-0.440, -0.304, 0.025], [-0.777, 0.724, 0.296], [-1.502, 0.294, 0.603], [-0.419, -0.262, -0.096], [-0.282, -0.024, 0.378], [-0.955, -0.716, 0.498], [-0.344, -0.013, 0.411], [-0.397, 0.305, 0.125], [1.570, 0.432, 1.245], [-0.276, -0.397, 0.357], [-0.031, 0.525, 0.282], [-0.009, -0.163, 0.320], [-0.130, -0.114, 0.452], [0.485, 0.015, -1.054], [-1.150, 0.423, 0.356], [-1.034, -0.850, 1.123], [-0.636, 0.990, -0.994], [0.221, -1.234, 0.767], [0.419, -0.300, 0.213], [-0.408, -0.290, 0.093], [0.484, -4.735, 3.520], [-0.924, -0.749, 0.769], [2.997, 3.614, 0.024], [-0.457, 0.183, -0.163], [-0.493, 0.159, -0.067], [4.030, -2.628, -3.156], [0.068, 0.221, -0.486], [0.360, -0.212, -0.343], [0.073, -0.093, -0.497], [-0.455, 1.424, 0.946], [0.100, 0.012, -0.211], [-0.033, 0.215, -0.095], [0.078, -0.120, 0.139], [-0.238, -0.073, 0.063], [0.231, -0.051, -0.068], [0.093, 0.082, 0.210], [0.021, 0.229, -0.036], [0.100, -0.196, -0.038], [2.184, 2.078, 0.328], [0.074, -0.167, -0.117], [0.092, -0.206, -0.064], [-0.020, -0.286, -0.003], [0.106, -0.014, -0.210], [-1.211, 0.856, 0.788], [-0.191, 0.074, 0.099], [0.039, -2.150, 1.443], [-0.101, 0.190, 0.078], [0.144, 0.008, -0.083], [0.181, -0.080, -0.134], [0.057, 0.140, 0.187], [0.077, 0.051, -0.226], [0.159, 0.214, -0.013], [0.201, 0.138, 0.111], [0.035, 0.228, -0.182], [-0.185, -0.151, 0.085], [0.078, -0.164, -0.134], [2.120, -0.918, -1.378], [0.037, -0.030, -0.220], [0.015, 0.122, 0.235], [-0.004, -0.215, 0.046], [0.202, -0.084, -0.141], [0.187, -0.081, 0.149], [0.229, -0.063, -0.068], [-0.106, 0.113, -0.261], [0.221, -0.033, 0.045], [0.152, 0.092, 0.011], [2.223, -0.152, 1.862], [0.201, 0.122, 0.083], [-0.287, -0.335, -0.005], [0.166, 0.113, -0.031], [0.127, 0.183, -0.165], [-0.014, 0.226, -0.103], [0.114, -0.045, -0.207], [-0.163, -0.158, -0.138], [-0.212, -0.004, 0.071], [-0.009, 0.022, -0.234], [0.074, -0.102, 0.248], [0.211, 0.115, 0.033], [0.098, 1.142, 0.748], [0.183, 0.110, 0.106], [-0.045, 0.119, 0.110], [0.030, -0.165, 0.182], [0.199, -0.115, 0.130], [-0.034, -0.155, 0.234], [-0.223, 0.077, -0.080], [0.222, -0.067, -0.042], [0.208, -0.089, -0.074], [-0.094, -0.392, -0.190], [-2.225, 0.287, -1.904], [-0.184, 0.122, 0.059], [0.036, 0.252, -0.025], [0.085, -0.118, 0.176], [-0.025, 0.004, -0.266], [0.231, -0.048, -0.076], [0.001, 0.238, -0.034], [-0.029, 0.045, -0.222], [0.259, 0.264, -0.165]], "lowdin_charge": [0.94, 0.05, 0.06, 0.03, 0.04, -0.01, 0.03, 0.05, 0.05, 0.01, -0.31, 0.02, 0.06, 0.05, -0.31, 0.04, 0.03, 0.04, 0.13, -0.05, -0.09, 0.00, 0.15, -0.01, -0.03, -0.19, -0.13, -0.15, -0.01, -0.02, -0.49, -0.22, -0.02, -0.46, -0.49, -0.03, -0.02, -0.48, -0.02, -0.04, -0.02, -0.04, 0.00, -0.01, -0.02, -0.48, -0.51, -0.49, -0.06, -0.48, -0.02, -0.01, 0.07, -0.48, -0.06, -0.03, -0.02, 0.12, -0.02, -0.02, -0.03, -0.49, 0.08, 0.09, 0.09, 0.09, 0.09, 0.09, 0.07, 0.09, 0.13, 0.09, 0.09, 0.08, 0.10, 0.19, 0.09, 0.11, 0.09, 0.09, 0.09, 0.09, 0.09, 0.05, 0.09, 0.09, 0.09, 0.09, 0.17, 0.09, 0.09, 0.08, 0.09, 0.09, 0.09, 0.03, 0.08, 0.09, 0.10, 0.09, 0.05, 0.08, 0.08, 0.08, 0.09, 0.09, 0.09, 0.07, 0.06, 0.08, 0.15, 0.08, 0.08, 0.09, 0.09, 0.05, 0.09, 0.08, 0.10, 0.05, 0.12, 0.07, 0.09, 0.09, 0.09, 0.08, 0.09, 0.08, 0.07], "max_force_ha_per_bohr": 0.1668, "homo_lumo_gap_ev": 6.7, "charge": 1}



Record 2
{"formula": "C16H33N6O3ReS", "method": "ωB97M-V/def2-TZVPD", "elements": ["Re", "S", "O", "O", "O", "N", "N", "N", "N", "N", "N", "C", "C", "C", "C", "C", "C", "C", "C", "C", "C", "C", "C", "C", "C", "C", "C", "H", "H", "H", "H", "H", "H", "H", "H", "H", "H", "H", "H", "H", "H", "H", "H", "H", "H", "H", "H", "H", "H", "H", "H", "H", "H", "H", "H", "H", "H", "H", "H", "H"], "positions_angstrom": [[0.4896, 0.0607, 0.0687], [-1.1874, 0.8423, -1.4196], [-0.2809, 0.5123, 2.1970], [1.9134, -1.3826, 0.8189], [-1.0085, -1.4087, 0.4551], [-0.9935, 2.7743, -3.2421], [3.5887, 2.8540, 1.1955], [-1.5703, 3.4970, -1.1448], [2.7320, 3.6894, -0.9018], [2.0524, 1.4501, -0.1294], [4.3541, 1.9075, -0.8880], [-1.1558, 4.1268, -3.8294], [2.1917, -2.5050, -1.3553], [1.6998, -1.5220, -0.3814], [0.4896, 0.1946, 3.4034], [-1.9218, 4.8764, -1.5885], [-1.6140, -1.4402, 1.7877], [3.8890, 3.1052, -1.5962], [-1.3904, -2.5273, -0.4130], [2.5387, 1.8977, 1.2809], [-1.2177, 2.5353, -1.9695], [4.7361, 2.2746, 0.4828], [3.1242, 4.0427, 0.4707], [1.6667, 2.7448, -0.8719], [-1.6318, -0.0187, 2.2577], [3.3319, 0.9228, -0.8584], [-2.2468, 4.8586, -3.0701], [-3.2099, 4.3746, -3.2394], [1.6702, 2.3198, 1.7901], [3.9278, 4.7746, 0.4344], [1.3631, -3.1879, -1.5742], [5.5385, 3.0078, 0.4450], [5.0942, 1.3934, 1.0157], [-1.0876, 5.5384, -1.3595], [-2.7790, 5.1859, -0.9954], [-0.8472, 1.9816, -3.8496], [-1.0181, -2.1052, 2.4128], [-1.3930, 3.9999, -4.8821], [1.3902, 2.4423, -1.8800], [3.6128, 2.8459, -2.6189], [2.2751, 4.4828, 0.9954], [3.6751, 0.0488, -0.3068], [-2.6267, -1.8328, 1.6999], [-2.2352, 0.5988, 1.5946], [0.7369, -0.8651, 3.4291], [-2.4753, -2.5915, -0.4230], [3.0327, -3.0706, -0.9554], [-0.1089, 0.4727, 4.2674], [2.8845, 0.9946, 1.7861], [-0.1993, 4.6468, -3.7538], [1.3898, 0.7943, 3.3843], [-0.9519, -3.4444, -0.0240], [0.8084, 3.1620, -0.3420], [3.0185, 0.6514, -1.8683], [-2.0225, 0.0621, 3.2716], [-1.0291, -2.3010, -1.4120], [-2.3234, 5.8813, -3.4356], [-1.7923, 3.2302, -0.1982], [4.6927, 3.8371, -1.6292], [2.4441, -2.0051, -2.2911]], "forces_ev_per_a": [[0.351, -0.371, 0.290], [-0.142, 0.141, 0.067], [-0.105, 0.098, -0.093], [-0.148, 0.107, -0.171], [-0.035, -0.100, -0.055], [-0.029, 0.050, 0.045], [-0.088, -0.074, -0.216], [-0.105, 0.125, 0.062], [0.061, -0.169, 0.063], [0.112, 0.011, 0.077], [-0.188, 0.074, 0.102], [0.046, -0.114, 0.052], [0.085, 0.050, 0.193], [-0.080, 0.056, -0.232], [-0.048, 0.007, -0.026], [0.033, -0.153, 0.051], [-0.041, -0.144, -0.151], [0.037, 0.034, -0.006], [-0.028, 0.072, 0.098], [0.061, -0.003, -0.136], [-0.037, -0.065, -0.155], [0.072, 0.030, 0.019], [0.030, 0.040, 0.014], [0.040, -0.010, 0.183], [-0.017, 0.116, 0.101], [-0.079, 0.102, -0.007], [-0.024, 0.023, -0.011], [0.006, 0.003, -0.015], [0.007, 0.051, 0.006], [0.001, 0.015, 0.007], [0.017, -0.008, -0.028], [0.015, -0.005, 0.008], [0.004, -0.007, -0.001], [0.045, 0.003, -0.017], [-0.008, 0.026, 0.004], [0.075, 0.004, -0.028], [-0.011, -0.007, 0.043], [-0.043, -0.005, 0.002], [-0.001, 0.036, -0.087], [-0.002, -0.014, -0.004], [-0.007, 0.005, 0.001], [0.046, -0.005, 0.010], [-0.002, -0.009, -0.024], [-0.015, 0.009, -0.006], [0.000, -0.008, 0.010], [-0.017, -0.021, -0.016], [0.004, -0.014, -0.005], [-0.001, 0.006, 0.008], [0.034, -0.001, 0.024], [0.001, 0.009, -0.022], [0.025, 0.002, 0.011], [-0.004, -0.019, 0.008], [0.064, -0.002, -0.026], [0.015, 0.000, -0.011], [0.050, 0.008, 0.017], [0.017, 0.014, -0.001], [-0.005, -0.002, 0.008], [-0.053, 0.019, -0.014], [0.016, 0.002, -0.007], [-0.007, -0.019, -0.010]], "nbo_charge": [1.45, -0.11, -0.60, -0.50, -0.58, -0.53, -0.42, -0.55, -0.43, -0.55, -0.42, -0.23, -0.75, 0.45, -0.26, -0.22, -0.10, -0.08, -0.25, -0.07, 0.40, -0.09, -0.09, -0.06, -0.11, -0.06, -0.44, 0.24, 0.21, 0.25, 0.30, 0.25, 0.22, 0.23, 0.25, 0.44, 0.23, 0.26, 0.21, 0.22, 0.21, 0.21, 0.25, 0.22, 0.21, 0.24, 0.30, 0.23, 0.22, 0.23, 0.22, 0.22, 0.20, 0.22, 0.25, 0.21, 0.28, 0.43, 0.25, 0.29], "max_force_ha_per_bohr": 0.0114, "homo_lumo_gap_ev": [8.0, 6.2], "s_squared": 3.784, "charge": 3, "spin_multiplicity": 4}